DFT (the ωB97M-V functional and the def2-TZVPD basis) results for a single C6H14O molecule at a distorted geometry.

Its spin multiplicity is 1. The calculation puts the HOMO energy at -10.1 eV. Its SMILES is CCCCCCO. Its charge is 0. The calculation puts the total energy at -312.221322 Eh.

```
21
C6H14O | OMol25 | the ωB97M-V functional and the def2-TZVPD basis
C 1.448 -2.336 -0.248
O 1.848 -2.934 0.996
C 1.512 -0.828 -0.302
C 0.292 -0.119 0.316
C 0.192 1.338 -0.219
C -1.103 2.050 0.206
C -2.375 1.307 -0.155
H 2.178 -2.819 -0.913
H 0.413 -2.577 -0.531
H 1.027 -2.990 1.493
H 1.408 -0.565 -1.355
H 2.473 -0.404 -0.028
H 0.316 -0.145 1.417
H -0.641 -0.569 -0.038
H 0.136 1.220 -1.306
H 1.072 1.880 0.118
H -1.047 2.201 1.290
H -1.037 3.059 -0.219
H -2.305 0.629 -1.006
H -2.626 0.572 0.622
H -3.181 2.030 -0.138
```

Löwdin atomic charge list, values in e, 4 entries: -0.270 -0.073 -0.203 -0.215